Here is a structure of composition C9H5CoNO4S at a distorted geometry from OMol25. Energies are from the ωB97M-V functional and the def2-TZVPD basis.

XYZ file:
```
21
Properties=species:S:1:pos:R:3
Co 0.086 0.025 -0.023
O 3.262 1.958 -1.130
C 2.317 1.406 -0.805
C -0.967 -0.777 -1.183
O -1.581 -1.416 -1.936
C -0.475 -0.093 1.651
O -0.708 -0.118 2.786
C -0.835 1.538 -0.271
O -1.581 2.427 -0.389
S 1.418 -1.636 0.319
C 0.441 -3.059 0.457
N -0.174 -3.291 1.658
C -0.993 -4.371 1.882
C -1.277 -5.262 0.859
C -0.688 -5.012 -0.390
C 0.164 -3.925 -0.601
H 0.019 -2.660 2.418
H -1.346 -4.410 2.892
H -1.935 -6.109 1.051
H -0.886 -5.681 -1.214
H 0.634 -3.635 -1.537
```

**HOMO level (alpha / beta)**: -16.761 / -17.938 eV
**Strongest force on any atom**: 0.1791 Eh/bohr
**2S+1**: 4
**Electronic energy**: -67536.6798 eV
**Frontier orbital gap (alpha / beta)**: 8.38 / 6.48 eV
**Total charge**: +2

Here is a cluster of 15 separate species, C31H97N5O16 in total at a distorted geometry from OMol25. Energies are from the ωB97M-V functional and the def2-TZVPD basis.

XYZ file:
```
149
Properties=species:S:1:pos:R:3
C 1.203 -5.449 -0.375
O 1.777 -5.999 0.834
H 0.204 -5.044 -0.210
H 1.836 -4.617 -0.684
H 1.188 -6.213 -1.152
H 2.161 -6.847 0.599
C 0.035 -2.178 3.053
O 0.279 -3.102 1.990
H 0.406 -1.155 3.014
H -1.053 -2.128 3.096
H 0.248 -2.604 4.034
H -0.082 -3.967 2.198
C -0.844 2.536 3.452
O -1.330 2.965 4.685
H -1.149 1.498 3.315
H -1.202 3.187 2.654
H 0.244 2.596 3.439
H -2.221 2.621 4.773
C 2.158 3.724 0.792
O 3.366 3.142 1.375
H 1.441 2.954 0.506
H 1.681 4.323 1.568
H 2.194 4.245 -0.165
H 3.575 2.490 0.702
C -1.157 -4.152 -2.918
O -1.316 -2.747 -2.812
H -1.860 -4.725 -2.313
H -1.291 -4.592 -3.906
H -0.130 -4.320 -2.594
H -2.231 -2.494 -2.953
C 5.800 1.307 -0.212
O 4.432 1.039 -0.185
H 6.075 0.908 -1.189
H 5.986 2.380 -0.190
H 6.324 0.677 0.507
H 4.280 0.259 -0.724
C 3.852 2.755 -3.007
O 3.191 3.636 -3.861
H 3.510 1.722 -3.069
H 4.940 2.766 -3.073
H 3.616 3.021 -1.977
H 2.391 3.951 -3.435
C 0.122 5.057 -1.824
O 0.865 4.545 -2.894
H -0.624 5.768 -2.180
H -0.374 4.316 -1.197
H 0.776 5.583 -1.128
H 0.301 4.339 -3.643
C -3.320 1.547 -2.632
O -2.293 2.251 -1.991
H -3.119 0.563 -2.210
H -4.345 1.845 -2.408
H -3.168 1.442 -3.706
H -1.964 1.682 -1.292
C 4.929 -1.571 2.119
C 4.305 -2.950 2.246
C 3.529 -3.085 3.600
O 4.420 -3.045 4.753
C 3.727 -3.387 5.967
N 3.415 -3.100 1.106
H 4.303 -0.695 1.951
H 5.579 -1.512 1.246
H 5.518 -1.298 2.995
H 5.055 -3.740 2.275
H 3.013 -4.042 3.671
H 2.732 -2.359 3.757
H 3.376 -4.416 6.053
H 2.875 -2.727 6.130
H 4.344 -3.196 6.845
H 3.018 -4.016 1.258
H 2.639 -2.472 1.255
C -3.122 -3.423 0.531
C -3.677 -2.886 1.820
C -5.128 -2.305 1.697
O -5.018 -1.259 0.781
C -6.020 -0.238 0.904
N -3.539 -3.916 2.787
H -2.976 -2.648 -0.222
H -3.766 -4.197 0.113
H -2.138 -3.886 0.595
H -3.027 -2.067 2.129
H -5.437 -1.963 2.684
H -5.784 -3.103 1.349
H -5.939 0.247 1.877
H -7.054 -0.579 0.879
H -5.866 0.495 0.112
H -4.098 -4.675 2.425
H -2.599 -4.273 2.695
C 4.111 -1.085 -3.503
C 4.170 -2.106 -2.368
C 5.545 -2.645 -2.071
O 6.046 -3.257 -3.238
C 7.319 -3.989 -3.162
N 3.642 -1.390 -1.230
H 3.126 -0.638 -3.639
H 4.339 -1.562 -4.456
H 4.858 -0.317 -3.306
H 3.409 -2.867 -2.540
H 5.470 -3.435 -1.323
H 6.183 -1.837 -1.714
H 7.641 -4.201 -4.182
H 7.218 -4.870 -2.530
H 8.094 -3.319 -2.789
H 2.640 -1.261 -1.242
H 3.770 -2.054 -0.480
C -7.775 6.688 2.421
C -6.541 7.171 3.150
C -5.245 6.302 2.831
O -5.627 4.974 3.186
C -4.546 4.014 2.975
N -6.354 8.525 2.729
H -8.694 7.232 2.641
H -7.979 5.635 2.613
H -7.635 6.709 1.340
H -6.650 7.078 4.230
H -4.419 6.637 3.459
H -4.912 6.341 1.794
H -3.664 4.262 3.566
H -4.256 3.997 1.924
H -4.771 2.982 3.241
H -6.087 8.520 1.755
H -7.240 8.999 2.618
C 0.725 0.678 -1.357
C 0.401 -0.321 -0.263
C -1.140 -0.282 0.191
O -1.523 1.065 0.486
C -2.845 1.064 0.937
N 0.715 -1.640 -0.768
H 1.799 0.709 -1.541
H 0.434 1.685 -1.056
H 0.168 0.512 -2.279
H 0.950 -0.155 0.664
H -1.140 -0.915 1.078
H -1.781 -0.725 -0.572
H -3.045 0.402 1.780
H -3.523 0.628 0.203
H -3.201 2.083 1.092
H 0.583 -2.221 0.048
H 0.085 -1.989 -1.476
C -0.550 -0.996 -5.329
C -1.726 -0.202 -5.804
O -1.384 1.200 -5.916
O 0.262 -1.299 -6.478
H -0.785 -1.965 -4.889
H 0.060 -0.401 -4.649
H -2.505 -0.256 -5.043
H -2.051 -0.591 -6.769
H -0.815 1.297 -6.683
H -0.328 -1.616 -7.165
```

**HOMO level**: -8.593 eV
**Strongest force on any atom**: 0.0518 Eh/bohr
**Electronic energy**: -73921.5168 eV
**Frontier orbital gap**: 8.61 eV
**Total charge**: 0

Here is an isolated molecule of C4H7NO2S at a distorted geometry from OMol25. Energies are from the ωB97M-V functional and the def2-TZVPD basis.

XYZ file:
```
15
Properties=species:S:1:pos:R:3
N 1.434 1.214 -0.376
C 0.319 0.244 -0.680
C 0.850 -1.194 -0.422
O 0.268 -2.201 -0.563
O 2.193 -1.148 0.060
C -1.022 0.395 0.024
C -1.678 -0.521 1.058
S -2.386 -0.466 -0.771
H 1.282 2.034 -0.866
H 1.314 1.612 0.688
H -0.018 0.472 -1.655
H 2.428 -0.184 -0.009
H -1.334 1.500 0.205
H -1.335 -1.513 1.297
H -2.315 -0.244 2.011
```

**HOMO level**: -8.838 eV
**Strongest force on any atom**: 0.0989 Eh/bohr
**SMILES string**: N[C@@H](C(=O)O)[C@@H]1CS1
**Electronic energy**: -20680.0952 eV
**Frontier orbital gap**: 9.28 eV
**Energy relative to the best compared isomer or geometry (same formula, charge and spin)**: 60.9 kcal/mol
**Total charge**: 0

Here is a cluster of 3 separate species, CH10NO2 in total at a distorted geometry from OMol25. Energies are from the ωB97M-V functional and the def2-TZVPD basis.

XYZ file:
```
14
Properties=species:S:1:pos:R:3
C -0.285 -0.986 1.163
N -0.106 0.284 0.464
H 0.390 -1.163 2.045
H -1.264 -0.814 1.674
H -0.180 -1.761 0.388
H 0.767 0.336 -0.013
H -0.290 0.924 1.303
H -0.916 0.379 -0.172
H 3.328 1.049 -1.062
H 4.132 -0.211 -0.913
O 3.213 0.102 -1.017
H -2.896 0.644 -2.066
H -3.348 0.685 -0.585
O -2.547 0.532 -1.208
```

**HOMO level**: -15.209 eV
**Strongest force on any atom**: 0.0742 Eh/bohr
**Electronic energy**: -6777.5142 eV
**Frontier orbital gap**: 11.70 eV
**Energy relative to the best compared isomer or geometry (same formula, charge and spin)**: 26.0 kcal/mol
**Total charge**: +1